# 1
Density functional theory data (ωB97M-V with the def2-TZVPD basis set) for 14 unconnected molecules or ions with the total composition C64H73N11O3 in a non-equilibrium geometry.

Output
orbital gap: 9.79 eV
HOMO energy: -9.378 eV
largest force on an atom: 3.28 eV/A

Geometry (Å):
1 N 3.47 -2.15 2.68
2 C 4.70 -1.93 2.17
3 C 5.70 -1.17 2.78
4 C 5.33 -0.47 3.95
5 C 4.07 -0.72 4.47
6 C 3.17 -1.51 3.82
7 H 4.94 -2.60 1.36
8 H 6.72 -1.18 2.41
9 H 6.06 0.12 4.49
10 H 3.89 -0.23 5.41
11 H 2.20 -1.48 4.27
12 N -2.29 -4.00 -1.35
13 C -2.28 -2.90 -0.52
14 C -3.41 -2.31 -0.01
15 C -4.68 -2.75 -0.37
16 C -4.71 -3.87 -1.24
17 C -3.51 -4.45 -1.70
18 H -1.28 -2.50 -0.42
19 H -3.23 -1.44 0.62
20 H -5.55 -2.17 -0.09
21 H -5.63 -4.30 -1.61
22 H -3.48 -5.29 -2.38
23 N 2.08 4.58 -3.23
24 C 2.64 3.93 -2.18
25 C 2.91 2.55 -2.17
26 C 2.73 1.86 -3.36
27 C 2.25 2.50 -4.49
28 C 1.90 3.86 -4.38
29 H 2.69 4.52 -1.28
30 H 3.43 2.20 -1.30
31 H 2.97 0.81 -3.34
32 H 2.03 1.89 -5.35
33 H 1.49 4.41 -5.21
34 N -4.81 1.07 5.68
35 C -5.19 -0.12 6.21
36 C -4.34 -1.23 6.21
37 C -3.08 -1.11 5.60
38 C -2.75 0.10 4.97
39 C -3.64 1.17 5.04
40 H -6.05 -0.14 6.86
41 H -4.69 -2.09 6.76
42 H -2.51 -2.03 5.66
43 H -1.77 0.10 4.51
44 H -3.38 2.10 4.56
45 N -0.18 -3.73 3.90
46 C -1.26 -4.29 3.31
47 C -2.30 -4.81 4.05
48 C -2.17 -4.81 5.47
49 C -1.04 -4.26 6.05
50 C -0.06 -3.66 5.25
51 H -1.31 -4.35 2.23
52 H -3.20 -5.24 3.63
53 H -2.84 -5.43 6.06
54 H -0.99 -4.24 7.13
55 H 0.79 -3.19 5.72
56 N 0.93 -0.34 -0.24
57 C 0.66 -0.92 0.94
58 C -0.50 -0.67 1.65
59 C -1.35 0.37 1.22
60 C -0.99 1.01 0.03
61 C 0.13 0.71 -0.67
62 H 1.32 -1.68 1.32
63 H -0.75 -1.21 2.56
64 H -2.24 0.66 1.75
65 H -1.51 1.87 -0.37
66 H 0.40 1.27 -1.55
67 N -2.09 1.38 -3.75
68 C -3.42 1.32 -3.56
69 C -4.06 0.08 -3.32
70 C -3.37 -1.13 -3.41
71 C -1.98 -1.08 -3.67
72 C -1.40 0.19 -3.84
73 H -3.97 2.25 -3.58
74 H -5.10 0.02 -3.04
75 H -3.83 -2.09 -3.22
76 H -1.39 -1.98 -3.60
77 H -0.34 0.18 -4.06
78 N 3.59 -5.69 -0.19
79 C 3.18 -6.10 -1.42
80 C 2.06 -5.56 -2.08
81 C 1.26 -4.67 -1.35
82 C 1.54 -4.37 -0.03
83 C 2.73 -4.89 0.51
84 H 3.83 -6.77 -1.96
85 H 1.87 -5.85 -3.10
86 H 0.35 -4.25 -1.75
87 H 0.90 -3.80 0.62
88 H 3.06 -4.57 1.48
89 N 5.28 0.40 -1.52
90 C 6.38 0.09 -2.26
91 C 6.65 -1.26 -2.73
92 C 5.74 -2.28 -2.34
93 C 4.62 -1.95 -1.59
94 C 4.46 -0.62 -1.10
95 H 7.11 0.87 -2.47
96 H 7.53 -1.46 -3.32
97 H 5.81 -3.28 -2.73
98 H 3.91 -2.68 -1.21
99 H 3.56 -0.33 -0.58
100 N 2.47 2.69 3.72
101 C 3.38 3.70 3.72
102 C 4.24 3.94 2.68
103 C 4.18 3.10 1.60
104 C 3.25 2.06 1.50
105 C 2.45 1.88 2.64
106 H 3.40 4.34 4.59
107 H 4.97 4.73 2.60
108 H 4.85 3.27 0.77
109 H 3.33 1.40 0.65
110 H 1.71 1.09 2.70
111 N -2.01 3.52 2.55
112 C -0.72 3.57 2.20
113 C -0.15 4.48 1.29
114 C -0.99 5.42 0.69
115 C -2.32 5.38 1.02
116 C -2.82 4.38 1.93
117 H -0.14 2.87 2.78
118 H 0.92 4.42 1.13
119 H -0.61 6.17 0.01
120 H -3.02 6.05 0.55
121 H -3.87 4.27 2.17
122 C 2.08 -1.68 -3.78
123 C 1.48 -1.98 -5.17
124 O 1.08 -1.10 -5.91
125 C 1.25 -3.42 -5.49
126 H 1.67 -0.82 -3.25
127 H 3.17 -1.57 -3.79
128 H 1.98 -2.57 -3.15
129 H 1.45 -4.04 -4.62
130 H 2.01 -3.65 -6.23
131 H 0.22 -3.44 -5.85
132 C -1.27 4.75 -2.47
133 C -2.13 5.03 -3.64
134 O -3.35 5.19 -3.53
135 C -1.48 5.08 -5.03
136 H -1.96 4.37 -1.71
137 H -0.73 5.65 -2.20
138 H -0.59 3.92 -2.65
139 H -0.58 5.69 -5.03
140 H -2.21 5.54 -5.69
141 H -1.15 4.10 -5.37
142 C -5.41 1.73 0.45
143 C -5.99 2.62 -0.58
144 O -6.90 2.31 -1.29
145 C -5.26 3.88 -0.81
146 H -5.76 0.70 0.33
147 H -5.72 1.97 1.47
148 H -4.33 1.67 0.36
149 H -5.89 4.53 -1.41
150 H -4.33 3.64 -1.32
151 H -4.98 4.40 0.11

# 2
Density functional theory data (ωB97M-V with the def2-TZVPD basis set) for a molecular structure, C35H29FN6O2ReS2 in a non-equilibrium geometry.

Output
orbital gap (spin up / spin down): 6.23 / 5.53 eV
energy above the lowest of the compared OMol25 structures with the same formula, charge and spin: 252.95 kJ/mol
HOMO energy (spin up / spin down): -7.284 / -6.934 eV
<S²>: 3.818
multiplicity: 4
largest force on an atom: 5.00 eV/A

Geometry (Å):
1 Re -17.95 10.36 -3.29
2 S -16.12 11.98 -3.89
3 C -17.00 12.46 -5.27
4 S -18.55 11.56 -5.30
5 C -16.84 13.51 -6.16
6 C -15.63 14.22 -6.32
7 N -14.65 14.80 -6.30
8 C -17.98 13.85 -6.98
9 N -18.94 14.17 -7.53
10 O -16.13 3.89 -4.29
11 C -15.28 5.00 -4.40
12 C -15.91 6.27 -4.37
13 C -15.08 7.44 -4.31
14 C -15.61 8.63 -4.21
15 N -16.97 8.68 -4.08
16 C -17.72 7.64 -4.32
17 C -17.24 6.32 -4.47
18 C -19.13 7.90 -4.23
19 C -20.00 7.04 -5.01
20 C -21.33 7.42 -5.26
21 C -22.25 6.53 -6.05
22 O -22.36 6.98 -7.31
23 C -21.68 8.60 -4.55
24 C -20.84 9.36 -3.83
25 N -19.53 9.09 -3.77
26 H -16.15 3.80 -3.35
27 H -14.86 5.00 -5.48
28 H -14.33 4.94 -3.90
29 H -14.08 7.28 -4.52
30 H -15.00 9.50 -4.27
31 H -17.68 5.28 -4.60
32 H -19.62 6.13 -5.38
33 H -23.27 6.58 -5.53
34 H -21.82 5.56 -5.84
35 H -23.23 7.38 -7.36
36 H -22.76 8.97 -4.60
37 H -21.10 10.36 -3.44
38 C -19.49 12.97 -2.10
39 N -18.69 11.74 -1.88
40 C -18.35 11.53 -0.63
41 C -17.62 10.32 -0.34
42 C -17.10 9.70 0.81
43 C -16.55 8.47 0.35
44 C -16.65 8.51 -1.06
45 N -17.32 9.61 -1.45
46 C -20.88 12.70 -2.55
47 C -21.24 13.07 -3.81
48 C -22.62 12.82 -4.27
49 C -23.39 12.11 -3.44
50 C -23.00 11.68 -2.14
51 C -21.73 12.03 -1.68
52 H -18.85 13.60 -2.77
53 H -19.53 13.58 -1.17
54 H -18.66 12.20 0.13
55 H -17.28 9.99 1.87
56 H -16.14 7.71 0.94
57 H -16.21 7.68 -1.67
58 H -20.49 13.50 -4.41
59 H -22.95 13.24 -5.27
60 H -24.44 11.81 -3.69
61 H -23.74 11.02 -1.69
62 H -21.40 11.70 -0.73
63 F -7.14 11.67 0.88
64 C -8.49 11.63 0.73
65 C -9.04 10.40 1.10
66 C -10.41 10.25 1.04
67 C -11.21 11.28 0.55
68 C -12.66 11.23 0.45
69 C -10.59 12.52 0.16
70 C -9.18 12.67 0.21
71 H -8.48 9.59 1.56
72 H -10.89 9.36 1.41
73 H -13.13 10.27 0.51
74 H -13.33 12.10 0.27
75 H -11.29 13.30 -0.12
76 H -8.66 13.65 0.02

# 3
Density functional theory data (ωB97M-V with the def2-TZVPD basis set) for 2 unconnected molecules or ions with the total composition C2H4FNO in a non-equilibrium geometry.

Output
orbital gap (spin up / spin down): 8.88 / 8.22 eV
energy above the lowest of the compared OMol25 structures with the same formula, charge and spin: 758.15 kJ/mol
HOMO energy (spin up / spin down): -10.120 / -9.656 eV
largest force on an atom: 6.30 eV/A

Geometry (Å):
1 C 0.04 -0.64 -0.09
2 C 1.25 -0.08 -0.29
3 N -0.67 0.16 1.10
4 O -1.21 1.17 0.83
5 F -2.29 0.98 -0.47
6 H -0.54 -0.57 -0.94
7 H -0.05 -1.60 0.24
8 H 2.15 -0.33 0.41
9 H 1.33 0.91 -0.79